Formula: C17H17BMgN8O6
Source: the Open Molecules 2025 dataset
Level of theory: wB97M-V/def2-TZVPD

```
50
Properties=species:S:1:pos:R:3:forces:R:3
Mg -0.603 -0.097 -0.926 1.3 0.1 -0.4
O 3.850 0.452 4.580 -2.1 -0.2 1.4
O -1.379 -0.244 7.699 -0.8 0.1 -2.5
O 3.143 0.288 6.655 -0.7 0.1 -2.5
O -2.992 -0.323 6.207 2.6 0.3 0.1
O -1.450 0.286 1.088 1.5 -0.3 0.6
O 0.664 -0.391 0.862 -1.8 0.5 1.1
N 0.050 1.678 -1.751 0.8 1.9 -0.4
N 1.125 -0.796 -2.113 1.4 -0.3 -0.4
N 2.933 0.324 5.421 3.0 0.1 1.0
N -1.787 -0.208 6.512 -1.9 -0.2 2.4
N -1.322 -0.220 -2.997 -0.9 -0.1 -1.4
N 0.519 1.985 -3.023 -0.3 0.2 1.5
N 1.481 -0.319 -3.368 0.2 -0.6 1.2
N -0.685 0.252 -4.143 -1.4 -0.5 0.3
C -1.471 0.092 -5.226 -0.4 -0.7 1.8
C 2.508 -1.029 -3.864 -0.2 0.2 0.9
C 2.908 -1.933 -2.892 0.1 -0.2 0.0
C -0.028 2.834 -1.083 0.4 -0.1 -1.2
C 1.572 0.191 4.956 -2.1 -0.1 -1.1
C 0.642 3.319 -3.158 -0.1 -0.4 1.3
C -0.311 -0.022 1.617 0.1 0.0 -1.6
C 1.257 0.177 3.573 0.6 0.0 0.6
C -2.176 -2.804 0.576 0.0 0.1 -0.1
C -0.067 0.052 3.126 0.1 0.2 0.8
C -1.084 -0.003 4.100 -0.1 0.0 0.5
C 0.344 3.904 -1.921 -0.1 -0.2 -0.3
C 2.018 -1.752 -1.811 -0.1 0.8 -1.3
C 0.551 0.066 5.902 0.1 0.0 0.0
C -0.780 -0.019 5.489 1.3 -0.1 -2.0
C -2.518 -0.689 -3.396 0.9 0.5 -0.7
C -2.651 -0.527 -4.792 0.0 0.2 -0.1
B 0.740 0.851 -4.031 -1.1 -0.8 1.2
H -2.123 -0.031 3.792 0.0 -0.1 0.0
H -2.535 -3.159 1.557 0.3 0.3 -0.4
H 0.788 0.033 6.957 0.0 0.0 -0.1
H 0.924 3.740 -4.110 0.1 0.0 0.2
H -3.188 -1.099 -2.635 0.1 0.1 -0.6
H -1.143 -3.147 0.389 -0.5 -0.1 0.1
H -0.343 2.796 -0.049 0.0 0.3 -0.1
H 0.377 4.948 -1.667 0.0 0.0 0.0
H 1.991 -2.235 -0.849 0.0 -0.1 0.0
H 1.238 1.200 -5.048 -0.1 0.1 -0.2
H -2.867 -3.201 -0.184 0.4 0.2 0.2
H 3.743 -2.613 -2.964 -0.1 0.0 0.1
H 2.853 -0.802 -4.863 0.2 -0.1 0.2
H 2.059 0.276 2.847 -0.1 -0.1 0.1
H -2.173 -1.698 0.565 -0.3 -0.6 0.1
H -3.482 -0.802 -5.419 -0.1 0.0 0.1
H -1.117 0.419 -6.188 -0.1 -0.1 -0.1
```
Positions in Å, forces in eV/Å.

Computed properties:
2S+1: 1
max |F|: 3.1 eV/A
gap between HOMO and LUMO: 7.5 eV
net charge: 0
HOMO level: -0.332 Ha

Now the Löwdin charges, all in e:
1. Mg 0.80
2. O 0.07
3. O 0.06
4. O 0.07
5. O 0.08
6. O -0.09
7. O -0.05
8. N -0.02
9. N -0.01
10. N -0.31
11. N -0.31
12. N -0.02
13. N -0.01
14. N -0.02
15. N -0.02
16. C -0.05
17. C -0.07
18. C -0.06
19. C -0.11
20. C -0.11
21. C -0.05
22. C -0.54
23. C 0.10
24. C -0.03
25. C -0.07
26. C 0.10
27. C -0.05
28. C -0.12
29. C 0.09
30. C -0.11
31. C -0.13
32. C -0.06
33. B -0.50
34. H 0.13
35. H 0.03
36. H 0.13
37. H 0.12
38. H 0.11
39. H 0.03
40. H 0.11
41. H 0.09
42. H 0.10
43. H 0.12
44. H 0.03
45. H 0.09
46. H 0.12
47. H 0.13
48. H -0.01
49. H 0.09
50. H 0.12



Formula: C17H17BaBr2NO
Source: the Open Molecules 2025 dataset
Level of theory: wB97M-V/def2-TZVPD

```
39
Properties=species:S:1:pos:R:3:forces:R:3
Ba 0.452 -0.318 -0.430 1.1 -1.5 -0.2
Br -0.493 -4.247 2.686 0.1 0.6 0.6
Br 0.073 -0.171 6.541 0.0 0.1 1.0
O -0.275 -2.116 0.958 0.0 2.1 -0.6
N 0.137 1.118 1.522 -0.1 2.4 0.4
C -0.169 -1.483 2.087 -0.2 -0.8 -1.0
C 0.040 0.072 2.423 -0.1 0.1 -0.2
C -1.099 1.584 -1.885 -0.2 -0.5 1.1
C -0.002 -0.614 4.731 0.1 0.9 0.0
C 1.822 -0.344 -2.791 0.1 -0.2 -0.1
C 0.305 1.816 4.072 0.0 0.3 0.7
C -0.175 -1.923 4.402 -0.2 -1.3 0.9
C 0.204 1.746 -2.174 0.2 -0.8 0.6
C 0.124 0.445 3.785 -0.2 -1.3 -0.4
C 0.427 2.834 3.168 0.0 0.4 -2.3
C -1.469 -0.879 -2.992 -0.6 -1.0 -1.0
C 0.972 -1.692 -2.708 0.1 -0.9 -0.7
C -0.463 -1.722 -2.352 -0.4 0.2 2.3
C 0.354 2.470 1.778 -0.8 -4.3 2.4
C 1.007 0.950 -3.186 0.8 0.6 -0.7
C -0.255 -2.412 3.119 0.3 1.8 0.5
C -2.033 0.557 -2.477 -0.4 0.0 -1.0
H -2.455 1.038 -3.386 0.0 -0.4 0.3
H 0.914 -2.122 -3.718 1.2 0.1 -0.1
H 1.788 1.672 -3.495 -0.3 -0.4 -0.3
H 0.384 0.697 -4.056 0.3 0.1 0.3
H 2.589 -0.549 -3.558 -0.5 0.4 0.2
H -0.265 -2.699 5.150 0.1 0.4 0.6
H -2.917 0.350 -1.833 0.7 0.4 -0.1
H -0.770 -2.432 -1.560 0.1 0.3 -0.7
H 0.344 2.063 5.108 0.1 0.2 0.6
H 1.528 -2.389 -2.028 -0.3 0.2 -0.8
H -2.343 -1.582 -2.994 0.0 1.2 -0.4
H 0.566 3.911 3.389 -0.1 -1.0 0.4
H 0.430 3.135 0.932 0.0 0.0 -0.1
H 2.452 -0.197 -1.876 -0.1 0.3 -0.6
H 0.874 2.162 -1.388 -0.6 0.7 -0.7
H -1.103 -0.733 -4.031 -0.7 0.1 0.2
H -1.499 2.003 -0.930 0.5 0.2 -0.8
```
Positions in Å, forces in eV/Å.

Computed properties:
2S+1: 1
max |F|: 5.0 eV/A
gap between HOMO and LUMO: 4.9 eV
net charge: 0
HOMO level: -0.199 Ha

Now the Löwdin charges, all in e:
1. Ba 2.20
2. Br 0.81
3. Br 0.80
4. O -0.44
5. N -0.21
6. C -0.43
7. C -0.15
8. C -0.23
9. C -0.66
10. C -0.30
11. C -0.05
12. C -0.18
13. C -0.28
14. C -0.21
15. C -0.04
16. C -0.28
17. C -0.37
18. C -0.51
19. C -0.08
20. C -0.21
21. C -0.63
22. C -0.18
23. H 0.11
24. H 0.11
25. H 0.11
26. H 0.11
27. H 0.11
28. H 0.10
29. H 0.11
30. H 0.06
31. H 0.06
32. H 0.11
33. H 0.11
34. H 0.12
35. H 0.10
36. H 0.04
37. H 0.08
38. H 0.10
39. H 0.10



Formula: C17H17Br2N3O2PtS
Source: the Open Molecules 2025 dataset
Level of theory: wB97M-V/def2-TZVPD

```
43
Properties=species:S:1:pos:R:3:forces:R:3
Pt 0.633 -0.540 -0.240 1.3 2.4 -2.2
Br 5.236 -0.227 2.213 -1.1 -0.7 0.1
Br 3.303 -4.692 4.684 -0.9 0.3 -0.2
S -0.903 -0.515 -1.846 -0.1 -0.2 -0.2
O 2.511 -0.571 0.601 0.3 -1.0 1.6
O 1.299 1.141 -1.107 -0.5 -0.7 0.4
N -1.168 1.995 -1.064 0.3 1.6 -0.3
N 0.396 -1.969 1.033 1.0 -1.2 1.0
N -2.198 1.547 -3.090 0.4 -0.6 0.1
C -0.726 -2.762 1.203 -0.9 -1.5 2.1
C -1.109 4.040 0.183 -0.3 0.2 -0.3
C -2.350 3.752 -2.090 0.6 -0.8 0.3
C -3.501 3.246 -4.255 -0.5 0.1 0.0
C 2.727 -3.236 3.628 0.8 -1.1 -0.1
C -2.620 2.817 -3.130 -0.6 0.6 0.5
C -0.671 -3.803 2.165 -0.3 -0.8 -0.6
C 3.756 -1.368 2.468 1.2 0.3 0.3
C -1.575 3.338 -1.039 0.9 -2.7 0.0
C 1.500 -2.288 1.780 1.0 1.9 -0.6
C 3.717 -2.259 3.514 0.3 0.1 0.2
C 0.457 -4.188 2.836 1.5 -1.4 1.3
C 2.668 -1.419 1.589 -3.1 1.3 -2.8
C -1.453 1.160 -2.076 -0.3 0.8 0.7
C 1.589 -3.300 2.762 -1.2 -0.9 0.8
C 2.562 0.942 -1.696 -0.1 -1.0 -1.9
C -2.007 -2.691 0.504 0.8 0.4 -1.7
H -1.885 -3.407 -0.355 -0.4 0.4 0.3
H 2.477 0.233 -2.639 0.3 1.4 1.8
H -0.370 1.728 -0.465 -0.5 0.2 -0.1
H -0.062 4.379 0.123 -0.4 -0.3 0.0
H -2.747 -3.112 1.162 -0.6 0.2 -0.1
H -1.563 -4.438 2.248 0.4 0.4 0.1
H 4.535 -2.242 4.209 0.2 -0.2 0.3
H -1.289 3.393 1.047 0.3 0.2 -0.1
H -3.286 4.331 -4.461 -0.4 -1.2 -0.2
H -3.360 2.558 -5.112 -0.1 0.7 0.4
H -1.746 4.893 0.255 -0.2 0.8 0.5
H 0.529 -5.169 3.393 -0.2 1.5 -0.5
H -2.249 -1.710 0.057 -0.1 -0.5 0.5
H 2.892 1.918 -2.000 0.2 0.5 -0.5
H 3.318 0.593 -1.003 0.0 -0.3 0.0
H -2.688 4.769 -2.079 -0.3 0.2 -0.4
H -4.582 3.134 -3.907 1.3 0.3 -0.4
```
Positions in Å, forces in eV/Å.

Computed properties:
2S+1: 5
max |F|: 4.4 eV/A
expectation value of S²: 6.03
gap between HOMO and LUMO (spin up / spin down): 6.1 / 4.3 eV
net charge: +2
HOMO level (spin up / spin down): -0.453 / -0.549 Ha

Now the Löwdin charges, all in e:
1. Pt 1.10
2. Br 0.97
3. Br 0.94
4. S 0.84
5. O -0.17
6. O -0.51
7. N 0.10
8. N -0.11
9. N 0.16
10. C -0.26
11. C 0.02
12. C 0.09
13. C 0.00
14. C -0.53
15. C -0.25
16. C 0.02
17. C -0.55
18. C -0.18
19. C -0.10
20. C -0.14
21. C -0.01
22. C -0.29
23. C -0.61
24. C -0.11
25. C -0.20
26. C -0.04
27. H 0.14
28. H 0.13
29. H 0.09
30. H 0.12
31. H 0.09
32. H 0.15
33. H 0.11
34. H 0.11
35. H 0.11
36. H 0.10
37. H 0.09
38. H 0.14
39. H 0.04
40. H 0.08
41. H 0.05
42. H 0.14
43. H 0.13



What is the formula in the third record?
C17H17Br2N3O2PtS



What did the third record say?
Formula: C17H17Br2N3O2PtS
Source: the Open Molecules 2025 dataset
Level of theory: wB97M-V/def2-TZVPD

```
43
Properties=species:S:1:pos:R:3:forces:R:3
Pt 0.633 -0.540 -0.240 1.3 2.4 -2.2
Br 5.236 -0.227 2.213 -1.1 -0.7 0.1
Br 3.303 -4.692 4.684 -0.9 0.3 -0.2
S -0.903 -0.515 -1.846 -0.1 -0.2 -0.2
O 2.511 -0.571 0.601 0.3 -1.0 1.6
O 1.299 1.141 -1.107 -0.5 -0.7 0.4
N -1.168 1.995 -1.064 0.3 1.6 -0.3
N 0.396 -1.969 1.033 1.0 -1.2 1.0
N -2.198 1.547 -3.090 0.4 -0.6 0.1
C -0.726 -2.762 1.203 -0.9 -1.5 2.1
C -1.109 4.040 0.183 -0.3 0.2 -0.3
C -2.350 3.752 -2.090 0.6 -0.8 0.3
C -3.501 3.246 -4.255 -0.5 0.1 0.0
C 2.727 -3.236 3.628 0.8 -1.1 -0.1
C -2.620 2.817 -3.130 -0.6 0.6 0.5
C -0.671 -3.803 2.165 -0.3 -0.8 -0.6
C 3.756 -1.368 2.468 1.2 0.3 0.3
C -1.575 3.338 -1.039 0.9 -2.7 0.0
C 1.500 -2.288 1.780 1.0 1.9 -0.6
C 3.717 -2.259 3.514 0.3 0.1 0.2
C 0.457 -4.188 2.836 1.5 -1.4 1.3
C 2.668 -1.419 1.589 -3.1 1.3 -2.8
C -1.453 1.160 -2.076 -0.3 0.8 0.7
C 1.589 -3.300 2.762 -1.2 -0.9 0.8
C 2.562 0.942 -1.696 -0.1 -1.0 -1.9
C -2.007 -2.691 0.504 0.8 0.4 -1.7
H -1.885 -3.407 -0.355 -0.4 0.4 0.3
H 2.477 0.233 -2.639 0.3 1.4 1.8
H -0.370 1.728 -0.465 -0.5 0.2 -0.1
H -0.062 4.379 0.123 -0.4 -0.3 0.0
H -2.747 -3.112 1.162 -0.6 0.2 -0.1
H -1.563 -4.438 2.248 0.4 0.4 0.1
H 4.535 -2.242 4.209 0.2 -0.2 0.3
H -1.289 3.393 1.047 0.3 0.2 -0.1
H -3.286 4.331 -4.461 -0.4 -1.2 -0.2
H -3.360 2.558 -5.112 -0.1 0.7 0.4
H -1.746 4.893 0.255 -0.2 0.8 0.5
H 0.529 -5.169 3.393 -0.2 1.5 -0.5
H -2.249 -1.710 0.057 -0.1 -0.5 0.5
H 2.892 1.918 -2.000 0.2 0.5 -0.5
H 3.318 0.593 -1.003 0.0 -0.3 0.0
H -2.688 4.769 -2.079 -0.3 0.2 -0.4
H -4.582 3.134 -3.907 1.3 0.3 -0.4
```
Positions in Å, forces in eV/Å.

Computed properties:
2S+1: 5
max |F|: 4.4 eV/A
expectation value of S²: 6.03
gap between HOMO and LUMO (spin up / spin down): 6.1 / 4.3 eV
net charge: +2
HOMO level (spin up / spin down): -0.453 / -0.549 Ha

Now the Löwdin charges, all in e:
1. Pt 1.10
2. Br 0.97
3. Br 0.94
4. S 0.84
5. O -0.17
6. O -0.51
7. N 0.10
8. N -0.11
9. N 0.16
10. C -0.26
11. C 0.02
12. C 0.09
13. C 0.00
14. C -0.53
15. C -0.25
16. C 0.02
17. C -0.55
18. C -0.18
19. C -0.10
20. C -0.14
21. C -0.01
22. C -0.29
23. C -0.61
24. C -0.11
25. C -0.20
26. C -0.04
27. H 0.14
28. H 0.13
29. H 0.09
30. H 0.12
31. H 0.09
32. H 0.15
33. H 0.11
34. H 0.11
35. H 0.11
36. H 0.10
37. H 0.09
38. H 0.14
39. H 0.04
40. H 0.08
41. H 0.05
42. H 0.14
43. H 0.13



What is the 2S+1 in the third record?
5



Which formula does entry 1 have?
C17H17BMgN8O6